Record 1
A structure of composition C26H69FeN6O8. Source: the OMol25 dataset; level of theory: ωB97M-V/def2-TZVPD.

XYZ file:
```
110
Properties=species:S:1:pos:R:3
Fe -0.50 -0.28 3.80
C -0.06 0.07 -0.23
C 0.08 0.14 1.33
O -0.64 0.94 1.99
O 0.80 -0.67 1.98
H 0.11 1.04 -0.70
H -1.05 -0.32 -0.44
H 0.57 -0.76 -0.56
C 3.54 -1.21 -0.66
C 4.93 -1.85 -0.43
C 5.65 -2.06 -1.80
O 4.96 -2.89 -2.74
C 4.55 -4.17 -2.34
N 5.75 -1.15 0.57
H 2.91 -1.80 -1.32
H 3.69 -0.16 -0.93
H 3.09 -1.28 0.33
H 4.71 -2.80 0.07
H 6.68 -2.35 -1.64
H 5.57 -1.06 -2.24
H 4.82 -4.85 -3.15
H 3.47 -4.30 -2.29
H 5.00 -4.48 -1.39
H 5.82 -0.18 0.28
H 5.16 -1.11 1.39
C -4.03 0.39 2.38
C -3.61 -0.25 3.72
C -3.07 -1.72 3.57
O -1.77 -1.68 3.03
C -1.27 -2.98 2.75
N -2.56 0.70 4.17
H -4.81 -0.12 1.81
H -3.31 0.28 1.57
H -4.27 1.45 2.41
H -4.36 -0.18 4.50
H -3.72 -2.35 2.97
H -2.98 -2.23 4.53
H -1.26 -3.56 3.68
H -0.27 -2.87 2.33
H -1.82 -3.51 1.98
H -2.60 0.65 5.18
H -3.00 1.60 4.04
C 1.82 -7.81 -4.37
C 1.10 -6.88 -3.44
C 1.08 -5.33 -3.84
O 0.74 -4.53 -2.74
C 0.95 -3.10 -3.00
N -0.29 -7.41 -3.32
H 1.42 -7.78 -5.38
H 1.75 -8.85 -4.03
H 2.87 -7.57 -4.53
H 1.63 -7.00 -2.49
H 0.43 -5.09 -4.69
H 2.09 -4.97 -4.05
H 0.70 -2.59 -2.07
H 0.35 -2.78 -3.86
H 1.96 -2.79 -3.27
H -0.25 -8.26 -2.77
H -0.85 -6.83 -2.72
C -1.89 3.67 0.41
C -0.99 4.43 1.33
C -1.24 5.95 1.42
O -0.97 6.70 0.27
C -1.55 7.93 0.19
N -1.12 3.74 2.56
H -1.53 2.69 0.10
H -2.09 4.22 -0.52
H -2.83 3.44 0.89
H 0.06 4.58 1.08
H -0.73 6.30 2.32
H -2.29 6.13 1.66
H -2.64 7.91 0.08
H -1.09 8.45 -0.65
H -1.35 8.54 1.07
H -0.43 4.02 3.24
H -1.01 2.75 2.40
C -0.30 1.98 6.73
C -0.04 2.44 5.32
C 0.99 3.59 5.14
O 1.53 3.65 3.79
C 2.20 4.91 3.57
N 0.56 1.32 4.58
H 0.52 1.44 7.22
H -1.08 1.23 6.82
H -0.55 2.80 7.40
H -1.01 2.71 4.90
H 1.85 3.48 5.80
H 0.37 4.49 5.26
H 2.96 5.08 4.34
H 1.49 5.73 3.67
H 2.69 4.97 2.60
H 0.96 1.77 3.76
H 1.38 1.05 5.09
C -1.09 1.74 -4.16
C -2.28 1.62 -5.14
C -2.92 0.14 -5.11
O -1.98 -0.71 -5.68
C -2.38 -2.08 -5.85
N -3.27 2.68 -4.90
H -0.18 1.18 -4.39
H -1.38 1.42 -3.16
H -0.81 2.79 -4.12
H -1.89 1.70 -6.15
H -3.85 0.18 -5.68
H -3.18 -0.18 -4.10
H -1.43 -2.61 -5.95
H -2.86 -2.23 -6.81
H -2.95 -2.54 -5.04
H -2.86 3.61 -4.92
H -3.94 2.69 -5.65
```

Calculated total energy   -3225.8295 a.u.
Net charge   +1
Orbital gap (spin up / spin down)   7.56 / 6.88 eV
Multiplicity   5

***

Record 2
A structure of composition C26H69FeN6O8. Source: the OMol25 dataset; level of theory: ωB97M-V/def2-TZVPD.

XYZ file:
```
110
Properties=species:S:1:pos:R:3
Fe -2.12 1.17 0.18
C 1.09 -1.33 0.80
C -0.22 -0.54 0.63
O -1.35 -1.00 0.52
O -0.14 0.69 0.35
H 1.63 -1.11 1.72
H 1.75 -1.09 -0.03
H 0.84 -2.39 0.77
C -1.61 4.66 -2.04
C -2.01 3.23 -1.66
C -1.43 2.05 -2.48
O -1.95 0.80 -2.04
C -1.82 -0.32 -2.90
N -1.63 3.11 -0.32
H -0.67 5.01 -1.63
H -2.33 5.41 -1.72
H -1.54 4.53 -3.12
H -3.09 3.30 -1.77
H -0.34 2.03 -2.50
H -1.68 2.31 -3.51
H -0.74 -0.47 -3.03
H -2.40 -0.35 -3.82
H -2.23 -1.19 -2.39
H -2.03 3.86 0.22
H -0.71 3.53 -0.32
C -4.87 -0.92 1.31
C -4.76 -0.08 -0.05
C -6.09 0.32 -0.68
O -5.75 1.24 -1.76
C -6.86 2.10 -2.16
N -4.26 1.21 0.32
H -3.97 -1.52 1.46
H -5.60 -1.72 1.17
H -5.20 -0.41 2.21
H -4.25 -0.61 -0.85
H -6.74 0.76 0.08
H -6.61 -0.60 -0.97
H -6.67 2.46 -3.17
H -6.87 2.93 -1.45
H -7.76 1.49 -2.07
H -4.62 1.46 1.23
H -4.99 1.74 -0.13
C 2.76 2.28 -0.95
C 2.44 3.62 -0.23
C 2.60 4.84 -1.23
O 3.91 5.22 -0.95
C 4.67 5.76 -1.98
N 1.11 3.54 0.18
H 2.38 1.34 -0.54
H 3.80 2.00 -1.11
H 2.43 2.35 -1.99
H 3.10 3.64 0.64
H 2.00 5.72 -0.99
H 2.32 4.67 -2.27
H 4.15 6.48 -2.61
H 4.96 4.94 -2.62
H 5.54 6.30 -1.61
H 0.94 4.30 0.82
H 1.20 2.73 0.78
C -2.29 -4.63 1.03
C -1.25 -5.45 0.25
C -0.64 -4.76 -0.98
O 0.06 -5.77 -1.78
C 0.45 -5.35 -3.05
N -0.08 -5.75 1.01
H -2.77 -5.13 1.87
H -3.21 -4.38 0.50
H -1.88 -3.74 1.51
H -1.63 -6.43 -0.04
H -0.03 -3.87 -0.82
H -1.56 -4.44 -1.49
H 1.18 -6.04 -3.48
H 0.82 -4.33 -3.19
H -0.47 -5.40 -3.63
H 0.67 -5.92 0.36
H 0.13 -4.81 1.31
C -2.73 0.09 3.68
C -2.01 1.38 3.54
C -0.43 1.17 3.65
O 0.33 2.33 3.23
C 1.73 2.24 3.39
N -2.25 1.93 2.24
H -2.39 -0.25 4.66
H -2.45 -0.70 2.99
H -3.82 0.16 3.70
H -2.38 2.09 4.28
H -0.10 0.23 3.21
H -0.23 1.15 4.72
H 2.24 3.19 3.49
H 2.12 1.86 2.45
H 2.04 1.53 4.15
H -2.99 2.60 2.39
H -1.44 2.53 2.13
C 5.45 -1.15 -0.11
C 6.57 -2.23 0.11
C 6.30 -3.48 1.03
O 5.48 -4.45 0.27
C 4.76 -5.34 1.12
N 7.25 -2.52 -1.25
H 4.43 -1.48 0.10
H 5.40 -0.84 -1.15
H 5.65 -0.24 0.46
H 7.35 -1.65 0.61
H 5.96 -3.16 2.02
H 7.25 -3.99 1.18
H 4.44 -6.15 0.46
H 4.04 -4.85 1.78
H 5.48 -5.78 1.80
H 6.69 -2.02 -1.93
H 7.04 -3.48 -1.47
```

Calculated total energy   -3225.7779 a.u.
Net charge   +1
Orbital gap (spin up / spin down)   8.26 / 8.25 eV
Multiplicity   5

***

Record 3
A structure of composition C26H6Cl5F15GeN2O2OsS. Source: the OMol25 dataset; level of theory: ωB97M-V/def2-TZVPD.

XYZ file:
```
59
Properties=species:S:1:pos:R:3
Os 1.64 0.32 0.84
C 6.02 -1.34 0.27
O 5.27 -1.36 1.54
C 4.08 -0.88 1.54
O 3.52 -0.36 0.54
N 3.45 -0.94 2.73
N 2.14 -0.43 2.78
H 7.01 -1.66 0.54
H 6.02 -0.33 -0.13
H 5.55 -2.03 -0.42
H 3.87 -1.38 3.54
H 2.07 0.28 3.52
H 1.48 -1.18 3.02
F -3.31 -1.45 -2.93
C -2.76 -0.24 -2.99
C -1.95 0.21 -1.95
C -1.43 1.50 -2.06
F -0.68 1.99 -1.06
C -1.67 2.30 -3.15
F -1.14 3.52 -3.22
C -2.47 1.81 -4.17
F -2.71 2.57 -5.22
C -3.02 0.55 -4.09
F -3.79 0.11 -5.07
Ge -1.50 -0.84 -0.41
S 0.85 -1.06 -0.58
C -1.69 0.04 1.30
C -1.18 -0.57 2.44
F -0.56 -1.76 2.35
C -1.32 -0.02 3.70
F -0.78 -0.61 4.76
C -2.00 1.18 3.84
F -2.12 1.72 5.03
C -2.54 1.80 2.73
F -3.20 2.94 2.87
C -2.39 1.24 1.48
F -2.94 1.86 0.45
C -2.04 -2.67 -0.42
C -2.82 -3.25 0.57
F -3.24 -2.53 1.62
C -3.20 -4.58 0.51
F -3.94 -5.12 1.46
C -2.80 -5.35 -0.58
F -3.15 -6.61 -0.65
C -2.02 -4.79 -1.58
F -1.63 -5.54 -2.60
C -1.65 -3.47 -1.49
F -0.88 -2.94 -2.45
Cl 0.65 2.84 2.11
C 1.36 3.14 0.55
C 1.89 2.04 -0.13
C 2.50 2.24 -1.38
Cl 3.12 0.91 -2.27
C 2.54 3.51 -1.94
Cl 3.23 3.77 -3.48
C 2.00 4.60 -1.23
Cl 2.05 6.15 -1.90
C 1.41 4.42 0.04
Cl 0.75 5.73 0.90
```

Calculated total energy   -7618.4245 a.u.
Net charge   +2
Orbital gap (spin up / spin down)   6.05 / 6.05 eV

***

Record 4
A cluster of 9 separate species, C26H70O10 in total. Source: the OMol25 dataset; level of theory: ωB97M-V/def2-TZVPD.

XYZ file:
```
106
Properties=species:S:1:pos:R:3
C -6.64 -1.12 -3.01
C -5.13 -0.95 -3.29
C -4.84 0.34 -4.09
O -4.34 -0.99 -2.12
H -6.88 -2.00 -2.43
H -7.20 -0.97 -3.92
H -6.86 -0.26 -2.35
H -4.82 -1.75 -3.98
H -4.48 1.09 -3.40
H -5.74 0.76 -4.54
H -4.08 0.15 -4.85
H -4.93 -0.93 -1.36
C 3.09 -1.21 4.64
C 1.57 -1.06 4.61
C 1.02 -0.68 3.26
O 1.02 -2.32 5.02
H 3.46 -1.54 3.67
H 3.35 -1.81 5.50
H 3.56 -0.22 4.72
H 1.26 -0.34 5.39
H 1.48 0.26 2.92
H -0.06 -0.64 3.21
H 1.35 -1.38 2.48
H 0.15 -2.18 5.40
C 5.19 -3.21 1.56
C 4.23 -3.26 0.38
C 2.77 -3.24 0.86
O 4.49 -2.10 -0.42
H 6.22 -3.38 1.23
H 4.98 -3.99 2.30
H 5.11 -2.25 2.08
H 4.41 -4.11 -0.28
H 2.04 -3.28 0.05
H 2.65 -2.24 1.29
H 2.57 -4.03 1.58
H 3.94 -1.38 -0.08
C -1.23 -1.28 0.55
C -0.34 -1.03 -0.65
C -0.25 -2.27 -1.61
O -0.87 0.02 -1.47
H -1.18 -0.35 1.14
H -0.90 -2.10 1.18
H -2.27 -1.29 0.22
H 0.68 -0.75 -0.38
H 0.40 -1.89 -2.40
H -1.19 -2.71 -1.92
H 0.24 -3.10 -1.10
H -1.78 -0.17 -1.70
C -0.14 1.49 -5.24
C 1.34 1.94 -5.26
C 1.66 2.55 -6.62
O 1.56 2.93 -4.25
H -0.32 0.82 -6.08
H -0.84 2.32 -5.22
H -0.39 0.88 -4.36
H 1.87 0.99 -5.08
H 2.73 2.69 -6.77
H 1.05 3.44 -6.75
H 1.37 1.81 -7.38
H 1.06 2.61 -3.49
C 1.11 4.58 -1.13
C 0.10 3.47 -0.99
C -1.21 3.73 -1.77
O 0.67 2.26 -1.48
H 2.00 4.41 -0.53
H 0.67 5.53 -0.82
H 1.42 4.74 -2.16
H -0.28 3.36 0.04
H -1.13 3.58 -2.84
H -1.57 4.76 -1.63
H -2.01 3.08 -1.40
H 0.02 1.53 -1.37
C 4.24 0.29 -2.61
C 4.32 0.94 -1.22
C 4.55 2.44 -1.26
O 3.05 0.72 -0.57
H 3.40 0.72 -3.17
H 4.06 -0.77 -2.47
H 5.15 0.44 -3.19
H 5.12 0.47 -0.65
H 3.87 2.99 -1.92
H 5.54 2.62 -1.71
H 4.50 2.93 -0.29
H 2.41 1.31 -0.98
C -2.46 1.03 4.32
C -1.97 2.06 3.31
C -2.83 2.29 2.09
O -1.84 3.37 3.88
H -3.34 1.50 4.79
H -1.68 1.08 5.08
H -2.72 0.05 3.93
H -0.96 1.75 3.01
H -3.02 1.37 1.52
H -2.30 2.91 1.37
H -3.75 2.83 2.34
H -1.51 3.30 4.78
C -2.20 -3.95 5.12
C -3.15 -3.62 3.95
O -4.29 -2.89 4.45
O -1.81 -2.79 5.84
H -1.31 -4.38 4.66
H -2.68 -4.70 5.74
H -3.51 -4.54 3.49
H -2.68 -2.97 3.21
H -3.92 -2.32 5.15
H -2.25 -2.81 6.70
```

Calculated total energy   -1784.9557 a.u.
SMILES   CC(C)O.CC(C)O.CC(C)O.CC(C)O.CC(C)O.CC(C)O.CC(C)O.CC(C)O.OCCO
Net charge   0
Orbital gap   9.94 eV

***

Record 5
A structure of composition C26H71LiO13. Source: the OMol25 dataset; level of theory: ωB97M-V/def2-TZVPD.

XYZ file:
```
111
Properties=species:S:1:pos:R:3
Li 0.98 -3.54 0.65
C 0.30 0.48 0.22
C 0.38 -1.00 0.56
O 1.61 -1.61 0.79
H 0.72 0.63 -0.78
H 0.83 1.14 0.92
H -0.75 0.74 0.20
H -0.25 -1.41 -0.23
H -0.29 -1.21 1.40
C 3.38 1.51 -4.65
C 2.76 0.57 -3.64
C 1.73 -0.39 -4.23
O 3.91 -0.02 -3.03
H 4.27 1.89 -4.16
H 2.73 2.36 -4.84
H 3.82 1.14 -5.58
H 2.22 1.08 -2.85
H 2.13 -0.95 -5.07
H 0.91 0.19 -4.67
H 1.26 -1.16 -3.62
H 3.63 -0.34 -2.17
C -2.92 0.14 -2.37
C -2.66 -0.25 -3.78
C -3.19 -1.61 -4.24
O -3.12 0.72 -4.67
H -2.20 0.83 -1.93
H -2.81 -0.68 -1.66
H -3.95 0.42 -2.18
H -1.58 -0.31 -3.85
H -2.98 -2.33 -3.44
H -2.69 -1.94 -5.15
H -4.28 -1.57 -4.28
H -2.63 1.52 -4.47
C -1.90 3.95 -0.40
C -3.36 3.84 -0.32
C -3.75 2.76 0.76
O -4.04 5.02 0.08
H -1.63 4.55 -1.27
H -1.47 2.95 -0.40
H -1.59 4.46 0.51
H -3.68 3.38 -1.26
H -3.56 3.11 1.78
H -3.16 1.87 0.53
H -4.80 2.51 0.65
H -3.59 5.42 0.83
C -1.11 3.05 3.57
C -1.57 1.58 3.76
C -0.42 0.62 4.23
O -2.62 1.47 4.68
H -0.64 3.47 4.46
H -2.02 3.66 3.53
H -0.51 3.25 2.69
H -1.84 1.17 2.78
H -0.79 -0.41 4.30
H 0.06 1.03 5.12
H 0.39 0.60 3.50
H -2.48 2.10 5.40
C -4.32 -2.57 -0.13
C -3.53 -2.33 1.15
C -4.21 -1.27 2.06
O -3.42 -3.59 1.74
H -4.00 -3.37 -0.81
H -4.50 -1.75 -0.82
H -5.36 -2.79 0.12
H -2.52 -1.97 0.96
H -3.60 -1.07 2.93
H -5.16 -1.63 2.44
H -4.36 -0.29 1.61
H -4.31 -3.80 2.05
C 2.12 4.24 1.02
C 3.00 4.32 -0.27
C 2.11 4.84 -1.45
O 4.02 5.35 -0.10
H 1.42 3.41 1.09
H 1.51 5.14 1.10
H 2.73 4.10 1.92
H 3.43 3.36 -0.55
H 1.51 4.08 -1.94
H 2.77 5.35 -2.16
H 1.45 5.65 -1.14
H 4.70 5.01 0.48
C 2.03 -4.56 -1.98
C 3.03 -3.34 -1.76
O 3.46 -3.33 -0.39
O 0.84 -4.45 -1.17
H 2.51 -5.48 -1.67
H 1.84 -4.52 -3.06
H 2.56 -2.38 -1.98
H 3.92 -3.43 -2.39
H 3.15 -2.50 -0.01
H 0.10 -4.91 -1.57
C -0.41 -5.20 2.48
C 1.02 -4.99 2.97
O 1.87 -5.05 1.86
O -0.78 -4.14 1.61
H -1.13 -5.24 3.30
H -0.67 -6.10 1.91
H 1.27 -5.79 3.67
H 1.13 -4.03 3.48
H 2.32 -5.90 1.95
H -1.68 -3.87 1.81
C 4.14 0.83 1.26
C 4.69 -0.26 2.23
O 3.66 -1.02 2.95
O 3.77 0.24 0.06
H 4.89 1.60 1.11
H 3.29 1.15 1.86
H 5.14 0.23 3.10
H 5.39 -1.01 1.88
H 3.05 -1.23 2.24
H 2.94 -0.23 0.23
```

Calculated total energy   -2018.7900 a.u.
Net charge   0
Orbital gap   8.19 eV